Here is a 7-piece molecular cluster, C39H65BFNO25 overall in a non-equilibrium geometry from the OMol25 dataset. Energies are from the ωB97M-V functional and the def2-TZVPD basis.

Structure (SMILES): CCOc1c(B(O)O)cc2c(c1F)C(=O)N(CCCOC(C)=O)C2=O.CCOC(=O)OC.CCOC(=O)OC.CCOC(=O)OC.CCOC(=O)OC.CCOC(=O)OC.CCOC(=O)OC
Charge: 0
Calculated total energy in eV: -97572.9355

```
132
C39H65BFNO25 | the OMol25 dataset | the ωB97M-V functional and the def2-TZVPD basis
C 2.970 -5.189 5.231
C 3.485 -4.443 4.005
O 3.547 -3.026 4.240
C 2.707 -2.229 3.532
C 3.255 -1.062 2.977
B 4.806 -0.800 3.162
O 5.714 -1.268 2.254
O 5.263 -0.078 4.216
C 2.453 -0.156 2.276
C 1.099 -0.421 2.139
C 0.567 -1.577 2.666
C 1.338 -2.482 3.371
F 0.779 -3.573 3.902
C -0.890 -1.591 2.295
O -1.614 -2.532 2.298
N -1.212 -0.278 1.843
C -1.999 0.445 2.863
C -3.485 0.074 2.883
C -3.897 -0.862 4.037
O -4.341 -2.101 3.483
C -4.291 -3.149 4.329
C -5.278 -4.215 3.975
O -3.522 -3.234 5.240
C 0.024 0.357 1.480
O 0.124 1.305 0.775
H 1.989 -5.615 5.064
H 2.874 -4.485 6.050
H 3.651 -5.971 5.550
H 2.848 -4.668 3.154
H 4.483 -4.772 3.742
H 5.297 -1.812 1.580
H 6.228 -0.113 4.197
H 2.888 0.732 1.839
H -1.920 1.499 2.619
H -1.570 0.331 3.862
H -3.748 -0.405 1.948
H -4.062 0.991 2.949
H -3.043 -1.006 4.687
H -4.718 -0.394 4.569
H -5.055 -5.086 4.574
H -5.110 -4.495 2.938
H -6.298 -3.878 4.112
C 7.642 1.074 -3.240
C 7.419 -0.008 -2.207
O 6.285 0.289 -1.378
C 5.096 0.009 -1.909
O 4.894 -0.498 -2.981
O 4.161 0.381 -1.032
C 2.812 0.178 -1.467
H 7.711 2.051 -2.762
H 8.564 0.890 -3.793
H 6.817 1.111 -3.950
H 8.265 -0.064 -1.525
H 7.299 -0.987 -2.670
H 2.650 -0.849 -1.790
H 2.563 0.864 -2.274
H 2.179 0.393 -0.611
C -9.779 3.303 1.542
C -9.675 2.321 0.396
O -8.484 1.524 0.490
C -8.547 0.502 1.340
O -9.501 0.188 2.004
O -7.365 -0.114 1.335
C -7.268 -1.203 2.257
H -8.875 3.910 1.606
H -10.634 3.963 1.397
H -9.902 2.784 2.492
H -9.591 2.849 -0.552
H -10.550 1.675 0.342
H -8.085 -1.909 2.119
H -7.267 -0.825 3.279
H -6.329 -1.711 2.068
C 1.463 -4.971 -5.637
C 1.261 -3.506 -5.958
O 0.081 -2.985 -5.329
C 0.216 -2.669 -4.044
O 1.225 -2.756 -3.392
O -0.957 -2.216 -3.599
C -0.950 -1.873 -2.213
H 0.568 -5.542 -5.889
H 2.305 -5.369 -6.203
H 1.662 -5.113 -4.576
H 1.100 -3.369 -7.026
H 2.128 -2.911 -5.672
H -0.134 -1.189 -1.989
H -0.867 -2.770 -1.601
H -1.896 -1.383 -2.003
C -10.395 -3.383 0.113
C -11.170 -4.069 1.216
O -11.649 -5.358 0.805
C -10.749 -6.338 0.851
O -9.610 -6.241 1.227
O -11.334 -7.457 0.423
C -10.470 -8.595 0.382
H -10.987 -3.335 -0.802
H -10.127 -2.369 0.412
H -9.479 -3.927 -0.122
H -12.059 -3.495 1.466
H -10.574 -4.165 2.122
H -9.977 -8.744 1.339
H -9.729 -8.477 -0.406
H -11.102 -9.450 0.161
C 7.997 7.287 -3.732
C 9.388 6.698 -3.640
O 9.423 5.366 -4.171
C 9.493 5.269 -5.497
O 9.573 6.179 -6.279
O 9.447 3.973 -5.807
C 9.449 3.693 -7.208
H 7.270 6.621 -3.265
H 7.959 8.253 -3.229
H 7.699 7.427 -4.770
H 9.689 6.599 -2.599
H 10.125 7.324 -4.141
H 10.284 4.184 -7.703
H 8.509 4.010 -7.657
H 9.552 2.616 -7.305
C 3.398 4.915 0.264
C 4.422 5.676 1.078
O 5.061 6.701 0.300
C 4.366 7.828 0.158
O 3.289 8.067 0.637
O 5.077 8.654 -0.612
C 4.428 9.895 -0.901
H 3.851 4.526 -0.648
H 2.999 4.081 0.841
H 2.569 5.562 -0.024
H 5.226 5.013 1.392
H 3.979 6.112 1.973
H 4.100 10.385 0.013
H 3.580 9.732 -1.564
H 5.166 10.516 -1.402
```

These are the Mulliken partial charges, in e, on atoms 1 to 6: C -1.1352; C -0.3559; O -0.5379; C 0.1375; C -0.2192; B 0.9892